{
  "formula": "C60H135N5O10",
  "method": "ωB97M-V with the def2-TZVPD basis set",
  "symbols": ["C", "C", "C", "C", "C", "C", "C", "C", "C", "N", "O", "H", "H", "H", "H", "H", "H", "H", "H", "H", "H", "H", "H", "H", "H", "H", "H", "H", "H", "H", "C", "C", "C", "C", "C", "C", "C", "C", "C", "N", "O", "H", "H", "H", "H", "H", "H", "H", "H", "H", "H", "H", "H", "H", "H", "H", "H", "H", "H", "H", "C", "C", "C", "C", "C", "C", "C", "C", "C", "N", "O", "H", "H", "H", "H", "H", "H", "H", "H", "H", "H", "H", "H", "H", "H", "H", "H", "H", "H", "H", "C", "C", "C", "C", "C", "C", "C", "C", "C", "N", "O", "H", "H", "H", "H", "H", "H", "H", "H", "H", "H", "H", "H", "H", "H", "H", "H", "H", "H", "H", "C", "C", "C", "C", "C", "C", "C", "C", "C", "N", "O", "H", "H", "H", "H", "H", "H", "H", "H", "H", "H", "H", "H", "H", "H", "H", "H", "H", "H", "H", "C", "C", "C", "O", "H", "H", "H", "H", "H", "H", "H", "H", "C", "C", "C", "O", "H", "H", "H", "H", "H", "H", "H", "H", "C", "C", "C", "O", "H", "H", "H", "H", "H", "H", "H", "H", "C", "C", "C", "O", "H", "H", "H", "H", "H", "H", "H", "H", "C", "C", "C", "O", "H", "H", "H", "H", "H", "H", "H", "H"],
  "coordinates": [[10.2253, 16.3517, 10.7157], [11.3344, 16.7090, 9.6635], [11.3045, 15.5825, 8.6144], [11.0738, 18.0773, 9.2118], [12.2455, 18.7691, 8.5231], [13.5198, 18.6475, 9.3960], [13.8460, 17.2433, 9.7974], [14.1791, 16.2526, 8.6916], [15.0256, 17.3204, 10.7797], [12.6013, 16.8196, 10.4699], [12.7631, 15.5449, 10.9323], [9.2382, 16.6622, 10.3657], [10.1732, 15.2451, 10.9311], [10.3482, 16.8654, 11.6662], [11.4615, 15.8537, 7.5889], [12.1326, 14.9382, 8.7419], [10.3129, 15.0576, 8.6486], [10.1639, 18.0547, 8.5757], [10.7951, 18.6089, 10.1300], [12.4557, 18.4163, 7.4972], [12.0101, 19.8426, 8.4432], [13.2922, 19.2459, 10.2595], [14.4341, 18.9807, 8.9318], [13.6090, 16.3316, 7.7917], [14.1278, 15.2055, 9.1768], [15.2159, 16.3468, 8.4089], [14.6891, 17.7972, 11.6910], [15.8698, 17.8359, 10.2620], [15.4061, 16.3211, 10.9604], [12.9522, 15.5847, 11.8750], [13.7099, 20.7450, 12.9295], [13.9792, 21.9184, 13.8060], [15.2411, 21.6819, 14.6667], [14.1071, 23.1567, 12.9198], [14.0628, 24.4827, 13.5959], [12.7290, 24.5614, 14.3102], [12.5368, 23.3394, 15.3227], [13.4814, 23.5666, 16.5113], [11.0679, 23.4076, 15.7903], [12.7413, 22.0891, 14.5845], [12.6523, 20.9694, 15.4197], [12.7353, 20.8346, 12.3861], [14.5942, 20.5998, 12.1985], [13.8024, 19.7974, 13.4765], [15.8873, 22.5807, 14.8245], [14.8930, 21.2106, 15.5696], [15.8622, 20.9084, 14.2020], [15.0963, 23.0128, 12.4254], [13.2450, 23.1618, 12.1605], [14.8428, 24.6149, 14.3794], [14.1597, 25.3776, 12.9280], [11.9074, 24.5585, 13.5667], [12.6329, 25.4376, 14.9034], [14.5136, 23.7903, 16.3022], [13.4612, 22.6093, 17.1064], [13.0782, 24.3779, 17.0716], [10.4564, 23.2149, 14.8226], [10.7561, 24.3493, 16.1775], [10.8354, 22.6855, 16.5845], [11.9027, 20.5549, 15.0374], [18.8133, 20.5313, 20.3860], [17.6964, 20.5929, 19.3087], [16.6492, 21.7080, 19.5514], [18.4349, 20.9026, 17.9878], [17.5383, 20.5648, 16.7911], [17.1692, 19.0642, 16.8776], [16.3323, 18.7160, 18.1313], [14.9619, 19.3290, 17.9237], [16.2003, 17.1859, 18.2953], [17.1216, 19.2303, 19.2650], [16.2803, 19.1547, 20.3656], [18.4874, 20.4797, 21.4259], [19.4114, 19.5908, 20.3445], [19.3574, 21.4792, 20.3512], [17.2050, 22.6543, 19.7259], [15.9728, 22.0475, 18.7795], [16.0364, 21.4713, 20.4645], [18.7122, 21.9053, 18.0050], [19.3676, 20.3397, 17.8109], [16.6346, 21.1369, 16.8878], [17.9803, 20.9492, 15.8942], [18.0357, 18.3894, 16.8299], [16.5952, 18.8256, 15.9505], [14.5912, 18.9568, 16.9864], [15.0962, 20.4300, 17.8661], [14.2007, 19.1496, 18.6517], [17.2244, 16.7527, 18.4549], [15.7658, 16.8584, 17.3766], [15.5471, 16.8150, 19.1406], [16.6052, 18.3669, 20.7953], [20.9816, 17.6160, 17.4001], [21.5148, 16.2238, 17.5302], [22.8152, 16.3957, 18.5183], [20.4518, 15.3697, 18.2201], [20.7132, 13.8148, 18.2264], [21.0121, 13.4292, 16.7638], [22.1486, 14.2328, 16.1215], [23.4581, 13.9302, 16.8417], [22.2152, 13.8589, 14.5974], [21.8162, 15.6492, 16.1400], [23.0344, 16.2659, 15.7147], [20.0899, 17.5850, 16.7457], [20.6154, 17.8504, 18.4068], [21.8225, 18.2528, 17.1210], [22.7944, 15.6214, 19.3092], [23.7142, 16.3337, 17.9387], [22.8714, 17.3690, 18.9440], [20.3133, 15.7451, 19.1897], [19.4759, 15.4955, 17.6499], [21.4499, 13.4035, 18.9863], [19.7558, 13.2890, 18.4090], [20.0193, 13.5802, 16.2987], [21.1956, 12.3757, 16.5836], [23.6099, 12.8023, 16.7738], [23.3046, 14.0947, 17.8955], [24.3188, 14.4177, 16.3946], [23.0013, 14.4422, 14.1618], [21.2887, 14.1874, 14.0879], [22.5640, 12.8556, 14.3409], [22.6970, 17.1355, 15.3731], [12.6286, 11.9174, 16.5880], [13.6625, 11.8961, 15.4594], [14.6492, 13.0079, 15.7123], [14.4693, 10.5425, 15.3129], [15.2603, 10.3892, 14.0155], [14.3462, 10.7025, 12.8188], [13.5878, 12.0363, 12.9099], [14.4916, 13.2115, 12.7518], [12.4880, 12.0958, 11.8460], [12.8356, 11.9966, 14.2471], [12.0095, 13.1386, 14.3553], [11.8178, 11.2293, 16.2755], [13.1001, 11.5917, 17.5101], [12.3208, 12.9397, 16.7595], [14.8230, 12.9892, 16.7889], [15.6353, 12.8120, 15.2929], [14.2442, 14.0215, 15.3831], [15.0282, 10.3824, 16.2873], [13.7064, 9.6898, 15.3090], [16.1184, 11.1253, 13.9651], [15.5838, 9.3099, 13.9743], [13.6216, 9.9704, 12.6806], [14.9916, 10.7082, 11.9570], [14.8889, 13.4583, 11.7246], [15.4481, 13.0528, 13.3022], [14.0346, 14.0760, 13.1527], [11.9555, 11.1827, 11.9492], [12.9465, 12.1009, 10.8441], [11.7807, 12.9437, 11.9273], [12.5007, 13.9619, 14.4127], [18.8988, 18.8342, 9.5471], [18.3601, 18.5119, 8.1727], [19.3682, 18.9618, 7.0833], [18.0495, 17.1908, 8.0661], [19.2776, 19.8481, 9.6799], [19.8784, 18.2773, 9.7290], [18.1979, 18.5773, 10.3983], [17.3689, 18.9459, 7.9648], [19.2333, 18.4825, 6.0725], [20.3753, 18.7122, 7.4515], [19.3159, 20.0263, 6.8561], [18.7737, 16.5212, 8.2342], [20.8791, 15.7392, 10.9477], [20.3406, 14.7032, 9.9916], [19.0486, 14.0748, 10.3845], [20.1115, 15.2691, 8.7239], [21.7732, 16.1631, 10.5620], [21.0112, 15.3912, 11.9124], [20.1530, 16.5547, 11.0985], [21.1005, 13.8485, 9.9026], [19.0876, 13.5645, 11.3595], [18.7642, 13.3875, 9.6218], [18.2510, 14.7974, 10.5654], [20.9693, 15.5332, 8.3528], [22.0238, 20.6476, 15.0113], [21.0219, 19.8483, 14.2861], [20.2818, 20.6188, 13.2309], [21.6331, 18.6819, 13.7727], [21.4499, 21.4021, 15.6164], [22.6389, 21.2294, 14.3176], [22.6390, 20.0909, 15.7194], [20.3422, 19.5940, 15.0475], [19.8510, 21.5174, 13.6908], [19.4888, 19.9318, 12.9167], [20.9582, 20.9870, 12.4645], [20.9700, 17.9793, 13.5683], [10.6700, 17.7457, 14.6312], [11.9943, 17.3052, 14.0589], [13.1713, 17.6076, 15.0339], [12.1067, 15.9193, 13.8185], [10.4784, 17.3734, 15.6115], [9.8090, 17.3447, 14.0569], [10.7829, 18.8431, 14.6964], [12.2066, 17.8909, 13.1012], [14.0716, 17.0857, 14.6570], [13.0404, 17.1494, 15.9955], [13.3061, 18.6668, 15.1715], [11.4854, 15.6333, 13.1551], [17.4447, 17.1445, 13.8600], [18.3506, 16.1856, 14.5144], [18.0681, 14.7419, 14.0786], [19.6837, 16.5415, 14.1362], [17.5133, 17.1542, 12.7647], [17.7089, 18.1077, 14.2438], [16.4180, 16.9915, 14.0644], [18.1892, 16.2323, 15.5853], [17.0923, 14.4236, 14.4097], [18.8081, 14.0268, 14.3810], [18.0052, 14.7696, 12.9990], [20.2576, 16.2363, 14.8704]],
  "energy_ha": -3392.9605,
  "orbital_gap_ev": 8.949,
  "e_homo_ha": -0.3111,
  "smiles": "CC1(C)CCCC(C)(C)N1O.CC1(C)CCCC(C)(C)N1O.CC1(C)CCCC(C)(C)N1O.CC1(C)CCCC(C)(C)N1O.CC1(C)CCCC(C)(C)N1O.CC(C)O.CC(C)O.CC(C)O.CC(C)O.CC(C)O",
  "relative_energy_kj_mol": 692.3,
  "total_charge": 0
}